Computed, not measured: an isolated molecule of C6H6, with wB97M-V/def2-TZVPD.

Summary:
HOMO level	-8.8	eV
SMILES string	C=C1C=CC=C1
spin multiplicity	1
E_tot	-6315.037	eV
HOMO-LUMO gap	0.31274	Eh
LUMO energy	-0.3	eV
F_max	6.20	eV/A
ΔE to the lowest compared entry with this formula, charge and spin	96.00	kcal/mol

Atoms and positions in Å:
H (-2.43, -1.12, 0.03)
H (2.41, -1.12, -0.16)
C (-1.37, 0.65, -0.04)
C (-1.36, -0.83, -0.16)
H (2.78, 0.75, -0.43)
H (-2.28, 1.12, 0.01)
H (0.60, -1.96, 0.50)
C (2.08, 0.03, -0.04)
C (-0.08, -1.11, 0.02)
C (-0.17, 1.17, 0.18)
H (0.02, 2.32, -0.30)
C (0.72, 0.10, 0.10)



Computed, not measured: an isolated molecule of C6H6, with wB97M-V/def2-TZVPD.

Summary:
HOMO level	-10.0	eV
SMILES string	C#CCCC#C
spin multiplicity	1
E_tot	-6315.461	eV
HOMO-LUMO gap	0.40339	Eh
LUMO energy	1.0	eV
F_max	0.52	eV/A
ΔE to the lowest compared entry with this formula, charge and spin	86.22	kcal/mol

Atoms and positions in Å:
C (-1.82, -0.04, -0.52)
H (-4.05, 0.32, -0.37)
C (3.00, 0.12, 0.38)
H (-0.10, 0.78, -1.22)
H (-0.01, 0.67, 1.36)
C (-0.36, -0.11, -0.65)
C (1.82, 0.00, 0.55)
H (4.05, 0.23, 0.23)
H (0.15, -1.07, 1.24)
H (-0.04, -0.97, -1.25)
C (-3.00, 0.19, -0.45)
C (0.37, -0.14, 0.71)



Computed, not measured: a structure of composition C6H6AgNaO2, with wB97M-V/def2-TZVPD.

Summary:
HOMO level	-15.1	eV
total charge	+2
spin multiplicity	1
E_tot	-18809.768	eV
HOMO-LUMO gap	0.23357	Eh
LUMO energy	-8.7	eV
F_max	4.73	eV/A
ΔE to the lowest compared entry with this formula, charge and spin	0.00	kcal/mol

Atoms and positions in Å:
H (-0.26, -2.73, 1.66)
H (-0.93, -3.97, -0.30)
H (-0.64, 1.92, 2.59)
H (-2.70, -3.41, -0.12)
H (-2.24, 1.08, 3.13)
H (-1.84, -1.88, 3.32)
O (-4.64, -1.84, 2.00)
C (-1.67, -3.38, 0.24)
C (-3.50, -1.94, 2.15)
C (-1.39, 1.00, 2.46)
C (-1.43, 1.24, 1.18)
C (-1.31, -2.73, 1.37)
Ag (-0.85, -1.04, -1.29)
Na (-3.12, 2.71, -1.03)
C (-2.16, -1.96, 2.28)
O (-1.67, 1.05, 0.01)



Computed, not measured: a structure of composition C6H6AgO3, with wB97M-V/def2-TZVPD.

Summary:
HOMO level (alpha / beta)	-12.8 / -14.0	eV
total charge	+1
spin multiplicity	3
E_tot	-16446.848	eV
HOMO-LUMO gap (alpha / beta)	0.27162 / 0.26185	Eh
LUMO energy (alpha / beta)	-5.4 / -6.9	eV
F_max	5.02	eV/A

Atoms and positions in Å:
C (0.91, 0.03, 0.89)
H (3.02, -0.28, 0.49)
H (2.69, 0.81, 1.82)
O (-4.17, 0.65, -1.39)
C (-2.11, 0.00, -0.59)
H (0.24, 0.81, 1.30)
C (-1.07, -0.80, -0.42)
O (0.97, -0.34, -1.47)
H (-1.54, -1.72, -0.97)
Ag (2.70, -0.23, -2.29)
H (2.43, 1.41, 0.19)
C (-3.56, 0.27, -0.37)
C (0.32, -0.42, -0.40)
O (-3.97, 0.12, 0.79)
H (0.80, -0.82, 1.59)
C (2.34, 0.51, 0.82)



Computed, not measured: a cluster of 2 separate species, C6H6BrClO2 in total, with wB97M-V/def2-TZVPD.

Summary:
HOMO level (alpha / beta)	-7.7 / -8.7	eV
spin multiplicity	1
E_tot	-92975.091	eV
HOMO-LUMO gap (alpha / beta)	0.26619 / 0.28742	Eh
LUMO energy (alpha / beta)	-0.4 / -0.9	eV
F_max	6.06	eV/A
ΔE to the lowest compared entry with this formula, charge and spin	88.11	kcal/mol

Atoms and positions in Å:
C (-0.10, 0.97, 0.07)
C (0.49, -1.39, -2.21)
H (1.88, 0.02, 0.77)
H (-0.46, 0.19, 2.08)
H (0.52, -1.25, -3.26)
H (0.90, -2.37, -1.80)
Cl (-0.92, -0.91, -1.40)
Br (3.36, 0.93, -1.95)
O (-1.34, 2.21, -1.52)
C (-0.34, 1.65, -1.17)
H (-2.01, 0.40, 1.13)
O (0.83, 1.63, -1.91)
H (-0.91, 1.87, 1.77)
C (-0.89, 0.77, 1.35)
C (1.26, 0.58, 0.06)
C (1.72, 1.02, -1.17)



Computed, not measured: an isolated molecule of C6H6BrClO2, with wB97M-V/def2-TZVPD.

Summary:
HOMO level	-10.4	eV
SMILES string	CCC1=C[C@](Cl)(Br)OC1=O
spin multiplicity	1
E_tot	-92977.357	eV
HOMO-LUMO gap	0.39497	Eh
LUMO energy	0.3	eV
F_max	4.90	eV/A
ΔE to the lowest compared entry with this formula, charge and spin	35.86	kcal/mol

Atoms and positions in Å:
O (2.21, 1.11, 0.35)
H (-3.25, -0.62, -0.18)
H (0.47, -1.64, -0.84)
C (0.95, 1.31, 0.74)
C (2.38, -0.01, -0.41)
H (-2.00, -0.55, -1.47)
Cl (2.93, 0.52, -1.97)
C (0.68, -0.66, -0.48)
Br (3.42, -1.33, 0.50)
C (-1.46, 0.35, 0.60)
O (0.67, 2.19, 1.51)
H (-1.59, 1.40, 0.31)
C (-2.11, -0.66, -0.37)
C (0.01, 0.20, 0.24)
H (-1.47, 0.03, 1.70)
H (-1.84, -1.63, -0.22)



Computed, not measured: an isolated molecule of C6H6BrIO, with wB97M-V/def2-TZVPD.

Summary:
HOMO level	-9.1	eV
SMILES string	O[C@H]1C=CC=C[C@]1(Br)I
spin multiplicity	1
E_tot	-86508.093	eV
HOMO-LUMO gap	0.30426	Eh
LUMO energy	-0.8	eV
F_max	3.75	eV/A
ΔE to the lowest compared entry with this formula, charge and spin	0.00	kcal/mol

Atoms and positions in Å:
I (-3.72, -0.84, 0.09)
C (-1.74, 0.32, 0.28)
H (0.85, -0.37, 2.54)
H (-1.57, 0.00, 2.46)
H (2.17, 0.37, 0.59)
H (1.23, 0.78, -1.54)
H (-2.27, 0.45, -2.21)
C (-0.83, -0.05, -0.94)
Br (-2.12, 2.29, 0.04)
C (-1.03, -0.04, 1.48)
C (0.32, -0.22, 1.55)
H (-0.68, -1.13, -0.99)
C (0.59, 0.42, -0.76)
O (-1.28, 0.42, -2.18)
C (1.14, 0.21, 0.41)



Computed, not measured: a structure of composition C6H6BrN3, with wB97M-V/def2-TZVPD.

Summary:
HOMO level	-9.2	eV
spin multiplicity	1
E_tot	-80827.413	eV
HOMO-LUMO gap	0.34967	Eh
LUMO energy	0.3	eV
F_max	5.44	eV/A
ΔE to the lowest compared entry with this formula, charge and spin	79.22	kcal/mol

Atoms and positions in Å:
H (-0.37, 0.72, -3.02)
H (1.65, -0.17, -0.82)
C (0.81, -0.45, -1.39)
C (-0.81, -2.04, 1.21)
N (-0.57, -2.94, 1.87)
N (-0.74, 2.59, -0.66)
C (0.32, 1.17, -2.47)
H (-1.50, 0.02, 0.61)
H (-1.70, -2.43, -1.32)
H (1.25, -0.89, -2.38)
N (-0.17, -1.13, -0.73)
C (-0.27, 2.05, -1.58)
C (-1.14, -0.94, 0.33)
H (-2.19, -0.72, -1.67)
C (-1.58, -1.43, -1.03)
Br (1.98, 1.61, -3.38)



Computed, not measured: an isolated molecule of C6H6BrN3O2S, with wB97M-V/def2-TZVPD.

Summary:
HOMO level	-9.5	eV
SMILES string	COC(=O)N1N=C[C@H]2N=C(Br)S[C@H]21
spin multiplicity	1
E_tot	-95760.308	eV
HOMO-LUMO gap	0.37180	Eh
LUMO energy	0.6	eV
F_max	4.06	eV/A
ΔE to the lowest compared entry with this formula, charge and spin	0.00	kcal/mol

Atoms and positions in Å:
N (-0.18, 0.65, -0.49)
N (-1.94, 3.60, -0.84)
H (2.43, -2.57, 0.30)
N (0.30, 1.45, 0.47)
C (0.12, -0.68, -0.52)
H (-0.24, 3.10, 1.52)
H (1.01, -2.64, 1.38)
H (-2.70, 2.49, 0.50)
C (-0.53, 2.36, 0.74)
C (-1.81, 2.38, -0.06)
C (-1.65, 3.44, -2.04)
Br (-1.86, 4.85, -3.19)
C (1.44, -2.38, 0.38)
O (1.23, -0.99, 0.26)
S (-1.18, 1.86, -2.71)
O (-0.32, -1.48, -1.33)
H (-2.16, 0.29, -1.21)
C (-1.46, 1.10, -1.10)
H (0.94, -2.86, -0.56)



Computed, not measured: an isolated molecule of C6H6BrNS, with wB97M-V/def2-TZVPD.

Summary:
HOMO level (alpha / beta)	-8.2 / -8.1	eV
spin multiplicity	1
E_tot	-88682.635	eV
HOMO-LUMO gap (alpha / beta)	0.23922 / 0.23270	Eh
LUMO energy (alpha / beta)	-1.7 / -1.7	eV
F_max	4.25	eV/A
ΔE to the lowest compared entry with this formula, charge and spin	63.43	kcal/mol

Atoms and positions in Å:
H (1.47, 2.51, -1.12)
S (1.74, 0.19, -1.73)
C (1.42, -2.29, -0.76)
C (0.10, 1.35, 0.08)
H (-2.38, -0.03, 1.42)
H (-0.97, -0.34, -0.41)
C (0.96, 1.51, -0.91)
H (-1.42, 1.09, 2.44)
C (-1.35, 0.15, 1.66)
C (-0.65, 0.31, 0.39)
H (-0.08, 2.27, 0.68)
C (0.70, -1.17, -1.27)
N (2.02, -3.16, -0.27)
H (-0.88, -0.72, 2.33)
Br (-0.68, -1.67, -2.52)



Computed, not measured: a structure of composition C6H6Cl18, with wB97M-V/def2-TZVPD.

Summary:
HOMO level	-8.2	eV
spin multiplicity	1
E_tot	-231704.076	eV
HOMO-LUMO gap	0.29116	Eh
LUMO energy	-0.3	eV
F_max	12.70	eV/A
ΔE to the lowest compared entry with this formula, charge and spin	430.70	kcal/mol

Atoms and positions in Å:
Cl (5.38, -31.86, -2.86)
Cl (5.28, -33.66, -4.56)
Cl (6.90, -35.34, -2.92)
H (3.98, -32.09, -4.84)
Cl (3.35, -32.63, 0.72)
Cl (6.71, -30.82, -8.26)
H (4.84, -28.75, -3.53)
C (5.52, -28.73, -2.67)
C (3.01, -32.33, -0.92)
Cl (8.28, -33.03, -4.32)
Cl (4.38, -29.81, -4.73)
Cl (2.64, -31.28, -3.06)
Cl (4.93, -31.83, -6.17)
Cl (7.12, -29.42, -2.92)
Cl (7.79, -31.61, -5.72)
Cl (1.39, -31.75, -1.25)
H (2.79, -29.40, -3.64)
Cl (2.66, -27.52, -2.30)
Cl (0.59, -28.40, -4.16)
C (4.13, -31.40, -4.01)
C (6.78, -33.65, -3.55)
Cl (4.60, -29.70, -1.40)
H (6.70, -32.97, -7.21)
H (6.48, -32.99, -2.74)
C (2.39, -28.40, -3.79)
H (3.68, -31.63, -1.42)
Cl (5.71, -27.03, -2.05)
C (6.56, -31.93, -6.91)
Cl (3.38, -27.69, -5.12)
Cl (3.35, -33.83, -1.82)



Computed, not measured: a structure of composition C6H6Cl2DyIrN2O3S, with wB97M-V/def2-TZVPD.

Summary:
HOMO level (alpha / beta)	-22.4 / -23.0	eV
total charge	+4
spin multiplicity	10
E_tot	-78197.020	eV
HOMO-LUMO gap (alpha / beta)	0.25700 / 0.18363	Eh
LUMO energy (alpha / beta)	-15.4 / -18.0	eV
F_max	5.78	eV/A
ΔE to the lowest compared entry with this formula, charge and spin	0.00	kcal/mol

Atoms and positions in Å:
N (3.51, 0.25, -0.14)
Cl (-4.30, -0.78, -3.25)
H (2.41, -1.57, 2.15)
O (-8.38, -0.45, -3.22)
C (4.41, -0.78, 1.74)
Cl (-3.15, 0.01, 0.18)
Ir (-0.84, 0.11, 0.02)
S (1.04, -0.84, -0.35)
O (0.42, 2.68, 0.87)
C (2.51, -0.43, 0.44)
H (5.54, -0.39, -0.08)
H (5.18, 1.08, 0.87)
Dy (-5.30, -0.09, -1.14)
O (-8.73, 1.28, -0.71)
C (4.78, 0.10, 0.55)
C (-7.64, 0.92, -0.72)
N (2.99, -0.99, 1.56)
C (-7.39, -0.50, -2.64)
H (4.97, -1.73, 1.69)
H (3.42, 0.72, -1.03)
H (4.62, -0.28, 2.70)
C (-0.09, 1.69, 0.51)